This record from the OMol25 dataset describes C36H72O72S18 as an isolated structure in a non-equilibrium geometry. The level of theory is ωB97M-V with the def2-TZVPD basis set.

The geometry in XYZ format:
```
198
Properties=species:S:1:pos:R:3:forces:R:3
S 2.914261 0.959807 -9.093960 -0.36 2.60 1.83
H -0.784141 6.133452 1.427330 -0.38 -1.50 2.93
C 3.982424 3.715114 0.060003 -0.48 0.92 1.34
C -0.234898 -0.910212 1.592612 -1.99 0.96 -0.19
O 3.442700 6.143544 2.814630 -0.52 -1.77 -1.32
O 2.156386 0.186975 6.646680 -0.16 -0.08 0.34
H 1.944060 1.137057 -3.308763 0.06 1.09 0.20
C 2.745290 2.481747 -4.773261 0.65 -0.15 -0.78
H 2.495880 1.763891 -5.576709 -0.62 0.46 0.70
H 0.637194 -7.850334 -3.167839 -0.51 -0.71 -0.67
O -1.718720 6.760465 -1.580977 -1.46 0.98 0.07
C 5.084636 1.722572 -8.216125 1.34 -0.94 1.11
O -1.333116 -5.532935 -1.184681 0.16 0.54 -0.25
C -4.765791 1.780579 1.857364 -1.27 -0.55 -0.73
O -0.554708 2.346168 -4.881918 -0.63 0.17 -0.24
O 3.150434 -0.872757 -2.916420 1.51 -1.04 -0.04
C -0.689775 0.556185 1.967808 -1.72 -2.10 -1.36
O 4.299324 0.071532 5.614787 0.19 -1.44 -0.13
S 3.675243 -1.992871 -4.021067 -2.28 -0.48 4.30
O 0.481264 -0.834720 0.378284 0.57 0.48 -0.96
O -0.054364 5.535800 -0.368196 -1.05 0.98 0.62
H 5.851354 -0.401998 -8.320635 0.30 -0.02 -0.17
O 2.169251 0.783465 1.155491 0.79 -0.47 -0.88
O 1.940039 -5.871985 1.114738 2.93 -0.93 -0.05
H -6.134218 -1.027625 5.811782 -0.73 0.53 -0.59
S -2.984199 3.363761 2.286389 -0.27 0.30 0.45
O 5.637418 1.609796 -2.774719 0.61 -1.73 0.27
O 4.793233 -1.836377 1.113393 0.65 0.80 -0.18
H -1.388027 2.685952 -1.332462 0.36 -0.71 -0.28
O -2.089595 4.115243 1.478476 -0.14 0.21 0.22
O 2.636137 -1.864296 5.374227 0.86 -0.16 0.08
C -1.953000 1.952881 -1.933879 -0.39 1.36 0.35
C 1.180770 -7.697789 -2.269090 1.61 -1.34 0.16
O 2.951630 1.330108 -10.435050 -0.60 0.27 -2.34
H -2.597311 5.962929 0.037930 -0.17 0.22 0.13
O -4.422980 4.054754 2.393800 0.12 -0.06 -0.38
C 1.595110 8.837226 3.017741 -1.52 -1.04 -1.38
C 1.291855 1.239975 6.118562 0.62 -0.38 0.85
C 5.019251 0.199004 -7.999253 -1.22 -0.02 0.16
H -3.888962 -3.668235 1.113817 0.30 -0.53 0.11
O 1.175931 0.996336 -1.127200 -0.29 -0.44 1.22
O -7.142855 0.273056 1.922454 -0.08 0.30 0.37
H 1.890736 4.051263 -0.309004 0.87 0.82 -0.89
H 1.968574 8.364752 2.057519 -0.79 0.16 1.19
H 5.597230 -2.347527 -1.214202 0.05 0.27 -0.27
O -5.414307 0.136380 -0.927638 0.73 -1.06 -0.02
C -5.178052 -2.544804 -3.249370 -0.53 0.52 -1.81
H -4.965002 -3.606806 -3.310051 -0.02 0.10 0.19
C -8.547091 -3.009739 1.529496 -1.31 -0.90 1.65
H 7.856678 0.225493 2.871076 1.35 0.24 -0.49
O -6.992444 -1.437147 3.671077 1.13 -0.61 2.30
H -1.789348 0.605325 1.886729 0.61 0.28 -0.27
H 0.337535 -1.239328 2.380643 1.68 -1.20 1.51
C 3.881942 -1.110242 -1.652437 -1.09 2.13 1.59
S 3.337456 -8.604139 -1.215562 -0.59 0.20 -2.41
C 0.895720 7.964881 4.047661 0.96 -0.10 1.86
H 0.942533 1.914663 4.161002 0.19 -0.22 -0.70
O -4.214414 -0.434475 5.272914 -0.78 0.97 -0.39
O 1.919686 -8.933371 -1.864277 -1.25 0.63 -0.12
H -8.494302 -3.682469 2.445900 0.17 0.74 -1.22
O 3.870828 -0.170585 -8.868186 2.27 -2.47 0.46
C 5.893464 1.048842 2.660610 0.21 0.27 1.43
C 1.798098 1.569727 4.725204 -0.34 -0.91 1.31
S 4.691878 2.555163 -3.193559 0.23 2.44 -0.69
O -3.445251 2.149759 1.407218 -0.47 -0.70 0.17
H -6.187054 3.069951 2.935318 0.54 -0.06 -0.40
H 3.986038 -0.121423 -1.061735 -0.28 -1.38 -1.31
H 0.347458 0.744686 6.010120 -0.88 0.26 0.31
H -5.002418 -0.788495 7.087013 0.27 -0.01 0.95
O -3.064609 -1.431162 3.421183 0.02 -0.27 -4.60
C 6.892547 0.091592 3.271922 -0.76 -1.44 0.40
C 5.207497 -1.699242 -2.000079 0.90 1.02 -0.87
H 1.070342 -3.141266 -2.176186 -0.41 0.22 -0.44
H -6.034392 -2.266519 -3.931897 0.74 -0.36 0.89
S -7.232601 -1.074687 2.350994 -1.98 -0.78 -3.79
H 3.239086 -5.200486 3.496373 -0.44 0.72 -0.78
O 1.560706 4.661161 2.224219 0.01 -0.18 0.18
O 2.291835 0.275670 4.321529 -0.76 0.27 -1.63
H -2.766385 -6.480141 1.866748 0.44 0.04 0.45
H -4.741996 -3.122892 6.892644 -0.34 -0.28 -0.43
S 2.856922 5.161841 1.907602 1.33 0.90 -0.27
O -2.925778 2.123066 -4.053407 -0.27 -0.41 -1.38
O 0.644102 7.110607 -2.074174 -1.39 -0.88 -0.29
H 3.849089 2.666401 -0.203803 0.10 0.10 0.53
H 2.718439 -6.755097 -3.456938 0.38 0.33 -0.69
C -3.397454 -5.803755 1.315310 0.85 -1.12 -1.75
H -5.254552 1.112043 1.138377 0.52 0.73 -0.28
O -0.425722 7.861295 3.539373 -0.90 -0.63 0.36
H 3.974511 -3.707779 2.762198 -0.85 -1.14 -0.59
C 2.225532 2.217708 -3.367032 -1.32 -1.64 -0.56
H 1.795831 -5.764734 -2.158713 0.79 0.38 -0.73
O -0.457954 4.917622 -2.617225 -0.28 1.25 -0.05
O -0.826669 -4.701207 -3.469630 -0.35 0.92 0.32
O -3.002724 -4.165120 -2.349622 -0.23 -0.39 0.29
O -1.180449 1.208111 -2.855491 0.80 -0.56 0.19
H 4.967158 4.107136 -0.108260 0.41 -0.06 -0.71
H -2.410772 1.223861 -1.312149 -0.59 -0.44 0.74
S -4.616567 -0.933103 -1.459691 -0.26 0.45 0.18
H 4.991643 1.025521 3.256940 -0.37 0.24 -0.05
O 5.622980 0.544445 1.357291 0.02 -0.73 -0.44
C -2.944877 2.785045 -2.766046 0.56 -0.17 -0.72
C 2.261952 -6.696562 -2.498088 -0.15 0.07 2.24
S -2.982998 -1.267343 4.780113 -2.17 -0.41 3.30
O 4.302373 -9.134238 -2.123817 0.15 -0.11 0.74
O -4.195627 -0.479761 -2.917649 -0.26 0.99 1.29
S -5.337487 -5.741709 2.780552 1.60 -0.19 1.07
O 5.073496 3.922971 -3.011024 0.01 0.04 -0.52
H 0.054801 -1.657458 -2.631640 0.63 -0.74 -0.15
C -5.488526 3.104104 2.077720 -0.65 0.35 0.07
O -3.401014 -2.561550 5.513587 0.85 -1.64 0.32
H -2.563807 3.801408 -2.924123 -0.23 -0.22 0.19
H 2.390043 9.350485 3.435406 1.47 1.27 0.82
C 0.137937 -2.767850 -2.626413 0.13 1.33 -0.25
H 0.493571 -3.638171 -4.715850 0.26 -0.07 0.87
C -5.123442 -1.171172 6.101346 0.07 -0.01 -0.26
C 3.232352 -4.550509 2.577236 1.23 0.50 1.56
O -1.633832 0.144939 -5.045905 -0.69 2.27 1.35
O 1.956587 -3.951348 2.355448 0.87 1.39 2.26
S -0.371997 6.113213 -1.811742 4.54 -1.76 -1.32
H 5.512231 2.217377 -7.342983 0.10 -0.04 -0.08
O -5.042436 -6.681251 3.819477 -0.92 0.45 -0.44
O 7.068197 -1.174719 0.369277 -0.92 0.20 0.80
O 3.845855 3.959933 1.526958 -0.20 -0.62 1.11
H -2.525237 7.762713 0.134896 1.08 -0.85 -0.54
O -8.703719 -1.657481 1.970356 1.12 1.11 0.20
O 1.733450 0.821675 -8.340550 -1.10 -0.44 -0.07
O -4.733986 -6.247923 1.430825 -1.56 -0.69 -0.42
O 6.409948 -1.223782 2.846949 -0.31 0.90 -2.20
O -5.545847 -2.173921 -1.897840 0.57 0.70 -0.10
H -3.844389 -1.309385 -4.654381 -0.44 -0.61 -0.10
O 2.612516 -2.974522 -4.119967 1.82 0.59 -0.04
H 2.572133 2.290772 4.735867 0.94 0.68 -0.23
H 4.072593 -6.312670 1.425487 -0.66 0.36 0.48
S -1.636387 -4.447312 -2.064437 0.57 -1.01 -2.12
H 1.365509 2.027632 6.878896 -0.48 -0.07 -0.53
O 0.531823 9.785173 2.691420 0.30 0.86 0.00
S 1.074341 0.611742 0.248371 0.96 0.77 0.87
H -9.503669 -3.195774 1.025096 0.58 -0.32 -0.23
H 3.155122 5.028562 -1.466132 -0.93 -0.67 0.68
H -5.318309 -3.148758 5.140234 -0.21 0.07 0.23
H 6.320824 2.046170 2.594602 -0.24 0.06 -0.24
O -1.601622 9.016617 1.787309 -0.36 0.33 0.35
O 3.239578 -7.039354 -1.456028 0.06 0.75 0.11
O 4.889839 -2.520274 -3.109381 -1.01 -1.58 -2.24
O 3.753165 2.067919 -8.272199 -1.34 0.72 -0.07
O 3.360210 -8.892042 0.166085 0.16 0.12 0.46
C -4.761243 -2.626666 5.917814 0.48 -0.07 0.48
O -2.604799 2.951316 3.600074 0.10 0.00 -0.42
H 1.424651 2.863430 -3.000423 0.01 -0.16 -0.49
O -3.458465 -1.466666 -0.805576 -0.71 0.56 0.26
H 5.634933 2.012980 -9.100860 0.09 -0.04 -0.41
O -0.145487 -4.887365 1.755824 -2.93 -0.66 0.87
O 1.255176 -3.776019 0.113061 -0.18 0.53 -1.29
H 0.541346 -7.357401 -1.498609 -0.68 -0.11 1.01
C 3.457632 -5.397804 1.371502 -1.26 -1.30 -1.95
S -1.534441 1.442590 -4.371086 1.01 -1.44 -0.35
H -7.478728 -2.758225 -0.357542 0.11 0.00 0.35
H -2.997467 -2.107663 -3.332814 -0.41 0.11 0.11
H 4.671331 -0.098773 -6.995430 0.54 0.41 -0.30
C -1.963135 6.832338 -0.150726 -1.78 -0.09 0.80
H -1.049283 -1.590587 1.381498 -0.28 0.06 0.21
C -0.646098 6.536375 0.513957 0.90 1.74 -2.18
S 5.960557 -1.010229 1.273501 0.48 -1.29 1.08
O -6.443910 -1.972737 1.274088 -0.44 0.12 0.73
H -0.456465 0.818662 2.957323 0.78 0.37 1.18
O -6.619075 -5.190364 2.548319 -1.04 -0.55 0.21
O -1.560915 10.082534 4.022363 0.57 -0.51 -0.42
O -0.949939 -3.114693 -1.738365 0.10 0.45 0.87
H 2.618487 3.498018 -5.118407 -0.16 0.26 -0.05
S -0.936665 9.283299 3.019284 0.92 -0.60 -0.49
O 4.090922 -1.320722 -5.162489 1.03 0.88 -1.92
C -0.263818 -3.384343 -3.967231 -0.03 -1.60 0.58
H -0.003574 7.421206 0.606318 0.02 -0.28 -0.34
H -3.189070 -5.930184 0.256008 0.35 0.32 0.08
H -6.704732 -3.940695 0.804567 -0.62 0.33 -0.31
H -3.986913 2.762472 -2.458013 0.14 -0.02 0.24
H 3.760145 -4.898393 0.437481 -0.35 0.18 0.50
C -3.453933 -4.419461 1.802873 -0.86 1.59 0.73
H 1.398363 6.976292 4.236059 -0.93 0.80 -0.66
H 5.955427 -0.965381 -2.414377 -0.67 -0.47 1.06
H -2.622522 -4.025956 2.321780 1.54 0.29 -0.39
C 2.870598 4.584690 -0.480468 0.06 0.71 0.04
H -6.071913 3.457416 1.202170 0.72 -0.04 0.37
O 2.900412 5.753272 0.449732 -0.61 -0.19 -0.45
S 2.985976 -0.499215 5.501698 -0.16 2.08 0.14
H -4.818957 1.198594 2.755362 0.95 -0.18 0.83
C -7.302328 -3.024434 0.691830 1.06 0.05 -0.20
O -0.068102 1.376327 1.007654 -1.08 1.04 -1.06
C -3.955799 -1.660401 -3.626970 0.52 -0.98 -0.95
O 3.322769 2.437666 -2.494249 -0.44 -0.60 1.14
H 6.942669 -0.049024 4.346370 -0.25 0.79 0.13
S 1.110299 -4.594832 1.256167 1.55 0.37 -1.08
O 4.176749 2.233828 -4.647678 0.77 -0.01 0.29
H 3.288880 -1.772956 -1.001934 0.10 0.03 -0.45
H 0.825346 8.479175 5.075646 0.31 -0.48 -1.52
O -1.821370 -0.813770 5.383542 2.65 1.25 0.81
H -0.977215 -2.816770 -4.548925 -0.78 0.15 0.42
O -4.337722 -4.540825 2.943005 -0.57 0.36 0.61
```
Positions in Å, forces in eV/Å.

Output
- charge = 0
- 2S+1 = 1
- gap between HOMO and LUMO (eV) = 11.2
- E_HOMO (eV) = -11.06
- maximum force (eV Å⁻¹) = 5.0